This record from the OMol25 dataset describes a cluster of 7 separate species, C73H164F6N3O6P4S2 in total in a non-equilibrium geometry. The level of theory is ωB97M-V/def2-TZVPD.

## Properties
E ... -6254.77532 a.u.
Lowest unoccupied orbital energy ... -0.334 Ha
Charge ... +5
Max |F| ... 0.14847 hartree/bohr
Energy above the lowest of the compared OMol25 structures with the same formula, charge and spin ... 6.007 eV
E_HOMO ... -0.669 Eh

```
258
Properties=species:S:1:pos:R:3:lowdin_charge:R:1
C -0.159 1.889 -3.268 -0.55
F -0.419 3.109 -2.608 0.08
F -0.346 2.025 -4.597 0.12
F 1.045 1.439 -2.995 0.13
S -1.467 0.560 -2.647 0.73
O -1.545 0.825 -1.226 -0.30
O -2.662 1.001 -3.426 -0.32
N -0.854 -0.943 -3.290 -0.30
S -0.358 -1.586 -2.039 0.49
O 0.615 -0.870 -1.205 -0.30
O -1.415 -2.345 -1.424 -0.30
C 0.688 -2.922 -2.935 -0.64
F 1.723 -2.350 -3.523 0.13
F 1.154 -3.873 -2.116 0.13
F -0.051 -3.442 -3.920 0.12
C -6.786 1.061 -4.897 -0.09
C -5.879 1.070 -3.661 -0.27
C -6.418 1.790 -2.422 -0.23
C -5.761 1.246 -1.146 -0.26
P -5.805 2.337 0.333 1.03
C -5.282 1.244 1.755 -0.20
C -3.759 0.749 1.648 -0.23
C -3.511 -0.434 2.533 -0.27
C -2.046 -0.991 2.384 -0.06
C -4.759 3.784 0.088 -0.25
C -3.334 3.571 -0.416 -0.23
C -2.490 4.855 -0.691 -0.26
C -2.447 5.925 0.355 -0.10
C -7.526 2.924 0.548 -0.26
C -7.685 3.650 1.937 -0.23
C -9.078 4.317 2.114 -0.20
C -9.373 5.514 1.124 -0.09
H -7.617 1.762 -4.976 0.09
H -7.432 0.183 -4.883 0.07
H -6.223 0.931 -5.821 0.07
H -5.012 1.596 -4.058 0.09
H -5.579 0.083 -3.308 0.08
H -7.506 1.821 -2.356 0.12
H -6.132 2.813 -2.666 0.12
H -4.687 1.221 -1.332 0.07
H -6.267 0.338 -0.821 0.10
H -6.099 0.548 1.944 0.10
H -5.278 1.909 2.619 0.09
H -3.014 1.501 1.907 0.11
H -3.485 0.418 0.647 0.08
H -4.223 -1.198 2.223 0.09
H -3.718 -0.339 3.599 0.10
H -1.892 -1.256 1.338 0.06
H -1.796 -1.864 2.987 0.04
H -1.301 -0.231 2.621 0.08
H -4.606 4.306 1.032 0.10
H -5.354 4.463 -0.523 0.12
H -3.297 3.088 -1.392 0.09
H -2.686 2.923 0.176 0.08
H -2.635 5.197 -1.715 0.12
H -1.505 4.389 -0.691 0.06
H -3.312 6.588 0.380 0.08
H -1.611 6.585 0.127 0.07
H -2.306 5.519 1.357 0.08
H -8.148 2.032 0.470 0.10
H -7.749 3.604 -0.274 0.10
H -6.858 4.355 1.844 0.09
H -7.409 2.983 2.754 0.10
H -9.293 4.610 3.142 0.11
H -9.714 3.491 1.799 0.10
H -9.658 5.224 0.113 0.06
H -8.567 6.225 0.939 0.07
H -10.225 6.070 1.516 0.08
C -3.930 -2.296 6.536 -0.07
C -2.992 -2.439 5.310 -0.29
C -1.868 -3.346 5.640 -0.24
C -2.234 -4.822 5.396 -0.26
P -0.844 -5.957 5.577 1.06
C 0.470 -5.297 4.464 -0.25
C 0.060 -5.019 2.998 -0.22
C 1.057 -4.046 2.390 -0.25
C 0.917 -3.601 0.939 -0.10
C -1.296 -7.670 5.003 -0.24
C -0.070 -8.518 4.854 -0.28
C -0.265 -9.721 4.013 -0.24
C -0.645 -9.483 2.558 -0.11
C -0.218 -6.014 7.303 -0.23
C -1.287 -6.010 8.385 -0.28
C -0.760 -6.004 9.746 -0.28
C -0.153 -7.313 10.199 -0.09
H -3.424 -2.027 7.463 0.09
H -4.511 -3.216 6.609 0.07
H -4.682 -1.533 6.339 0.07
H -2.759 -1.404 5.059 0.09
H -3.578 -2.632 4.411 0.09
H -1.565 -3.269 6.685 0.12
H -1.064 -3.025 4.977 0.10
H -2.630 -4.897 4.383 0.07
H -2.903 -5.166 6.185 0.10
H 1.319 -5.978 4.397 0.10
H 0.757 -4.372 4.963 0.09
H -0.961 -4.671 2.842 0.09
H 0.057 -5.987 2.497 0.11
H 2.085 -4.400 2.469 0.12
H 1.147 -3.086 2.898 0.09
H -0.039 -3.185 0.620 0.05
H 1.134 -4.377 0.205 0.06
H 1.699 -2.872 0.724 0.05
H -1.947 -7.553 4.137 0.08
H -1.893 -8.107 5.804 0.11
H 0.411 -8.813 5.786 0.13
H 0.724 -7.914 4.415 0.09
H -1.094 -10.355 4.328 0.12
H 0.684 -10.252 4.087 0.13
H -0.726 -10.343 1.894 0.08
H -0.012 -8.786 2.008 0.06
H -1.615 -9.008 2.415 0.05
H 0.136 -4.984 7.325 0.09
H 0.656 -6.639 7.486 0.11
H -2.021 -6.807 8.272 0.12
H -1.918 -5.131 8.255 0.10
H -1.491 -5.657 10.476 0.13
H -0.038 -5.199 9.886 0.12
H 0.315 -7.296 11.183 0.09
H 0.608 -7.787 9.579 0.07
H -0.916 -8.047 10.459 0.08
C 0.430 3.250 1.521 -0.08
C 1.528 3.300 0.480 -0.24
C 1.645 4.749 -0.075 -0.25
C 2.828 4.861 -0.996 -0.27
P 3.260 6.584 -1.512 1.07
C 1.745 7.173 -2.377 -0.25
C 1.425 6.348 -3.618 -0.29
C 0.261 6.872 -4.421 -0.24
C 0.191 6.011 -5.717 -0.08
C 4.696 6.716 -2.708 -0.23
C 5.013 8.097 -3.314 -0.25
C 6.474 8.553 -3.346 -0.27
C 6.721 9.956 -3.886 -0.08
C 3.599 7.659 -0.042 -0.25
C 4.628 7.018 0.836 -0.26
C 5.055 7.835 2.116 -0.22
C 5.944 9.096 1.867 -0.08
H 0.618 3.956 2.330 0.09
H 0.449 2.276 2.010 0.06
H -0.578 3.377 1.125 0.06
H 1.325 2.598 -0.329 0.10
H 2.513 3.079 0.893 0.10
H 1.763 5.335 0.837 0.11
H 0.703 5.171 -0.423 0.10
H 2.621 4.432 -1.977 0.08
H 3.720 4.354 -0.629 0.10
H 1.825 8.228 -2.642 0.11
H 0.892 7.131 -1.700 0.09
H 1.248 5.307 -3.349 0.09
H 2.201 6.311 -4.382 0.11
H 0.424 7.930 -4.626 0.12
H -0.657 6.988 -3.844 0.11
H 1.101 6.008 -6.318 0.08
H -0.585 6.488 -6.315 0.08
H -0.141 4.973 -5.689 0.06
H 4.554 5.964 -3.484 0.09
H 5.558 6.413 -2.114 0.08
H 4.410 8.799 -2.738 0.09
H 4.665 8.278 -4.331 0.12
H 6.995 7.858 -4.003 0.11
H 6.901 8.286 -2.380 0.10
H 6.370 10.117 -4.905 0.08
H 7.755 10.293 -3.960 0.09
H 6.114 10.558 -3.210 0.08
H 2.631 7.677 0.459 0.10
H 3.757 8.619 -0.535 0.10
H 5.527 6.727 0.292 0.10
H 4.243 6.040 1.122 0.09
H 5.632 7.138 2.723 0.10
H 4.154 8.054 2.689 0.11
H 6.403 9.334 2.826 0.08
H 5.330 9.956 1.599 0.07
H 6.656 8.947 1.055 0.07
C 3.726 0.511 -6.492 -0.09
C 3.650 0.835 -4.971 -0.22
C 4.401 -0.198 -4.031 -0.23
C 4.229 0.118 -2.501 -0.22
P 5.132 -1.094 -1.343 1.09
C 5.058 -0.418 0.355 -0.28
C 3.703 -0.379 1.047 -0.24
C 3.966 -0.010 2.527 -0.26
C 2.771 0.047 3.435 -0.09
C 4.388 -2.822 -1.471 -0.23
C 4.973 -4.046 -0.714 -0.22
C 4.353 -5.334 -1.231 -0.27
C 4.992 -5.834 -2.506 -0.09
C 6.903 -1.089 -1.858 -0.24
C 7.185 -2.108 -3.040 -0.22
C 8.602 -2.035 -3.650 -0.24
C 8.926 -0.727 -4.389 -0.08
H 3.299 -0.475 -6.674 0.07
H 4.722 0.554 -6.933 0.08
H 3.175 1.183 -7.149 0.07
H 2.606 0.845 -4.658 0.07
H 4.118 1.784 -4.712 0.11
H 5.440 -0.062 -4.329 0.08
H 4.288 -1.258 -4.261 0.10
H 3.172 -0.113 -2.372 0.06
H 4.397 1.134 -2.143 0.09
H 5.423 0.608 0.306 0.10
H 5.705 -0.875 1.104 0.10
H 3.208 -1.346 0.957 0.09
H 3.118 0.480 0.717 0.10
H 4.308 1.013 2.371 0.11
H 4.781 -0.553 3.006 0.12
H 2.297 -0.932 3.503 0.06
H 1.997 0.719 3.064 0.05
H 2.828 0.355 4.479 0.09
H 4.341 -3.038 -2.539 0.08
H 3.342 -2.662 -1.208 0.06
H 4.827 -4.052 0.367 0.11
H 6.045 -4.144 -0.884 0.10
H 3.269 -5.225 -1.264 0.09
H 4.570 -6.029 -0.420 0.11
H 4.824 -6.864 -2.822 0.09
H 6.070 -5.673 -2.509 0.08
H 4.648 -5.243 -3.354 0.07
H 7.335 -1.373 -0.898 0.08
H 7.419 -0.158 -2.091 0.10
H 6.509 -1.680 -3.780 0.07
H 6.882 -3.101 -2.708 0.09
H 8.628 -2.869 -4.351 0.11
H 9.255 -2.314 -2.823 0.11
H 7.999 -0.396 -4.856 0.07
H 9.741 -0.770 -5.112 0.09
H 9.310 -0.016 -3.657 0.07
C -4.568 -3.229 -0.535 -0.04
C -3.960 -4.553 -0.041 -0.23
C -4.354 -4.712 1.491 -0.16
O -3.905 -5.946 2.070 -0.18
C -4.711 -6.342 3.118 -0.12
N -4.648 -5.686 -0.842 0.24
H -4.326 -5.584 -1.793 0.17
H -4.557 -6.648 -0.548 0.17
H -5.634 -5.487 -0.931 0.16
H -5.656 -3.247 -0.476 0.10
H -4.287 -3.009 -1.565 0.08
H -4.086 -2.361 -0.085 0.08
H -2.905 -4.716 -0.262 0.15
H -5.403 -4.425 1.556 0.13
H -3.978 -3.923 2.143 0.12
H -4.510 -5.691 3.969 0.08
H -4.376 -7.352 3.354 0.10
H -5.792 -6.385 2.991 0.11
C -4.101 -1.764 -5.466 0.04
C -2.993 -1.042 -6.296 -0.31
O -3.249 -0.434 -7.327 0.17
N -1.556 -1.346 -5.966 0.08
H -1.454 -1.197 -4.972 0.06
H -1.379 -2.336 -6.059 0.18
C -0.554 -0.505 -6.687 0.03
H -3.839 -2.774 -5.152 0.08
H -5.030 -1.789 -6.036 0.10
H -4.339 -1.237 -4.543 0.06
H -0.855 0.543 -6.664 0.10
H -0.455 -0.943 -7.680 0.12
H 0.366 -0.504 -6.103 0.09
```

This record from the OMol25 dataset describes a structure of composition C73H84AsBrClN6O5SiTl. The level of theory is ωB97M-V/def2-TZVPD.

## Properties
E ... -9268.85211 a.u.
Lowest unoccupied orbital energy ... 0.128 Ha
Charge ... -2
Max |F| ... 0.01209 hartree/bohr
E_HOMO ... -0.075 Eh

```
173
Properties=species:S:1:pos:R:3:lowdin_charge:R:1
Tl 0.765 0.287 1.189 0.87
O 2.980 -2.611 6.180 -0.11
C 3.777 -3.066 5.290 -0.40
C 4.688 -4.125 5.604 -0.05
C 5.591 -4.620 4.699 -0.13
C 5.663 -4.100 3.399 -0.14
C 4.784 -3.100 3.045 -0.06
C 3.841 -2.578 3.934 -0.08
C 2.953 -1.518 3.414 -0.42
O 2.960 -1.147 2.235 -0.12
N 2.151 -0.968 4.372 0.05
N 1.322 0.074 4.118 0.04
C 0.854 0.694 5.128 -0.08
C -0.008 1.870 5.045 -0.15
C 0.112 2.854 6.022 -0.07
C -0.617 4.031 5.968 -0.12
C -1.503 4.228 4.913 -0.09
C -1.672 3.258 3.944 -0.01
C -0.936 2.072 3.995 -0.28
O -1.075 1.085 3.126 -0.29
H 2.275 -1.389 5.323 0.10
H 4.638 -4.525 6.611 0.09
H 6.267 -5.417 4.995 0.08
H 6.395 -4.474 2.693 0.08
H 4.811 -2.673 2.050 0.09
H 1.157 0.391 6.138 0.13
H 0.825 2.697 6.825 0.10
H -0.492 4.785 6.735 0.08
H -2.076 5.146 4.847 0.09
H -2.354 3.382 3.116 0.09
C -6.483 -1.148 4.108 -0.05
C -6.031 -0.341 2.874 -0.50
C -4.795 0.469 3.287 -0.03
C -7.193 0.602 2.513 -0.04
C -5.763 -1.309 1.673 -0.42
O -6.892 -2.199 1.526 -0.04
C -5.605 -0.674 0.272 -0.11
C -4.825 0.601 -0.036 -0.13
C -4.948 0.863 -1.521 -0.22
C -6.203 1.072 -2.094 -0.05
C -6.350 1.267 -3.458 -0.12
C -5.217 1.272 -4.254 -0.67
Cl -5.395 1.487 -5.973 0.63
C -3.958 1.114 -3.708 -0.09
C -3.826 0.904 -2.341 0.00
C -4.661 -2.350 1.959 -0.05
N -3.265 -1.969 2.044 -0.09
C -2.329 -1.743 1.099 -0.13
N -1.127 -1.746 1.648 0.03
C -1.389 -1.941 2.964 -0.21
N -2.658 -2.084 3.244 0.11
H -6.881 -0.461 4.858 0.08
H -5.644 -1.676 4.561 0.08
H -7.257 -1.872 3.854 0.08
H -5.106 1.288 3.942 0.09
H -4.229 0.893 2.459 0.06
H -4.101 -0.155 3.847 0.07
H -7.374 1.285 3.344 0.08
H -8.121 0.047 2.342 0.08
H -6.979 1.202 1.630 0.07
H -7.654 -1.658 1.302 0.08
H -6.629 -0.521 -0.081 0.10
H -5.194 -1.460 -0.371 0.13
H -3.774 0.527 0.240 0.10
H -5.238 1.458 0.500 0.11
H -7.089 1.097 -1.469 0.11
H -7.326 1.413 -3.902 0.10
H -3.078 1.149 -4.333 0.09
H -2.827 0.794 -1.926 0.12
H -4.780 -3.107 1.182 0.14
H -4.880 -2.822 2.913 0.12
H -2.541 -1.599 0.051 0.13
H -0.617 -1.989 3.714 0.11
C 2.096 -2.527 -4.544 -0.12
C 3.107 -3.520 -3.952 -0.61
C 3.138 -4.769 -4.845 -0.10
C 4.475 -2.825 -4.024 -0.11
Si 2.686 -3.950 -2.104 0.50
Br 2.193 -1.956 -1.160 0.61
C 4.197 -4.650 -1.116 -0.61
C 3.747 -5.223 0.235 -0.10
C 5.197 -3.526 -0.798 -0.12
C 4.924 -5.757 -1.893 -0.10
C 1.082 -5.019 -1.917 -0.62
C -0.010 -4.509 -2.869 -0.11
C 1.347 -6.499 -2.232 -0.09
C 0.507 -4.906 -0.495 -0.11
H 2.409 -2.251 -5.557 0.09
H 2.041 -1.615 -3.952 0.03
H 1.090 -2.937 -4.613 0.06
H 3.452 -4.489 -5.856 0.08
H 2.149 -5.225 -4.922 0.06
H 3.834 -5.524 -4.471 0.06
H 4.665 -2.495 -5.051 0.09
H 5.291 -3.488 -3.733 0.06
H 4.493 -1.940 -3.384 0.06
H 3.201 -4.481 0.821 0.08
H 4.626 -5.508 0.820 0.08
H 3.130 -6.115 0.119 0.06
H 4.727 -2.747 -0.199 0.04
H 5.604 -3.060 -1.694 0.06
H 6.029 -3.939 -0.219 0.09
H 4.246 -6.570 -2.167 0.07
H 5.720 -6.179 -1.271 0.08
H 5.380 -5.373 -2.807 0.06
H 0.244 -4.696 -3.914 0.06
H -0.178 -3.438 -2.736 0.06
H -0.950 -5.029 -2.658 0.08
H 1.752 -6.630 -3.238 0.06
H 0.411 -7.063 -2.168 0.08
H 2.049 -6.940 -1.522 0.06
H 0.297 -3.868 -0.232 0.04
H 1.177 -5.313 0.259 0.06
H -0.434 -5.464 -0.441 0.08
O -1.897 1.369 1.983 -0.36
As -0.443 3.660 0.180 1.35
C -0.206 4.584 -1.550 -0.36
C -1.295 5.132 -2.221 -0.11
C -1.169 5.644 -3.506 -0.11
C 0.058 5.615 -4.150 -0.12
C 1.159 5.084 -3.490 -0.10
C 1.024 4.573 -2.208 -0.14
C 1.234 4.247 1.035 -0.37
C 1.699 3.549 2.146 -0.12
C 2.799 3.986 2.872 -0.07
C 3.454 5.150 2.501 -0.11
C 3.009 5.860 1.394 -0.10
C 1.913 5.412 0.671 -0.14
C -1.513 5.189 0.970 -0.35
C -1.061 6.312 1.657 -0.09
C -1.948 7.260 2.153 -0.11
C -3.316 7.093 1.997 -0.12
C -3.790 5.959 1.351 -0.11
C -2.896 5.027 0.847 -0.16
H -2.264 5.151 -1.734 0.08
H -2.033 6.057 -4.013 0.09
H 0.153 5.997 -5.160 0.09
H 2.127 5.058 -3.979 0.10
H 1.886 4.138 -1.722 0.08
H 1.186 2.652 2.471 0.04
H 3.136 3.417 3.730 0.10
H 4.303 5.506 3.073 0.09
H 3.506 6.779 1.104 0.09
H 1.569 5.986 -0.179 0.10
H -0.003 6.459 1.824 0.08
H -1.565 8.132 2.672 0.09
H -4.005 7.835 2.383 0.09
H -4.859 5.804 1.250 0.09
H -3.263 4.129 0.357 0.09
N 0.565 1.684 -1.251 -0.07
C 1.270 1.274 -2.209 -0.47
C 2.778 1.343 -2.254 -0.19
C 3.449 1.892 -1.161 -0.05
C 4.828 2.014 -1.152 -0.08
C 5.571 1.574 -2.242 -0.11
C 4.920 1.005 -3.326 -0.11
C 3.536 0.888 -3.333 -0.07
C 0.570 0.712 -3.430 -0.19
C 0.649 1.353 -4.668 -0.05
C -0.138 0.942 -5.735 -0.10
C -1.012 -0.125 -5.587 -0.13
C -1.107 -0.764 -4.356 -0.12
C -0.334 -0.340 -3.289 -0.08
H 2.856 2.216 -0.313 0.08
H 5.326 2.452 -0.296 0.10
H 6.651 1.670 -2.244 0.09
H 5.495 0.652 -4.176 0.09
H 3.045 0.434 -4.184 0.09
H 1.317 2.199 -4.783 0.11
H -0.072 1.460 -6.685 0.09
H -1.624 -0.449 -6.421 0.09
H -1.792 -1.596 -4.233 0.10
H -0.421 -0.808 -2.314 0.09
```

no.,Kohn-Sham gap (eV)
1,9.13
2,5.51